{
  "formula": "C24H84N6O15",
  "method": "ωB97M-V with the def2-TZVPD basis set",
  "elements": ["O", "H", "H", "O", "H", "H", "O", "H", "H", "O", "H", "H", "O", "H", "H", "O", "H", "H", "O", "H", "H", "O", "H", "H", "O", "H", "H", "C", "C", "C", "O", "C", "N", "H", "H", "H", "H", "H", "H", "H", "H", "H", "H", "H", "C", "C", "C", "O", "C", "N", "H", "H", "H", "H", "H", "H", "H", "H", "H", "H", "H", "C", "C", "C", "O", "C", "N", "H", "H", "H", "H", "H", "H", "H", "H", "H", "H", "H", "C", "C", "C", "O", "C", "N", "H", "H", "H", "H", "H", "H", "H", "H", "H", "H", "H", "C", "C", "C", "O", "C", "N", "H", "H", "H", "H", "H", "H", "H", "H", "H", "H", "H", "C", "C", "C", "O", "C", "N", "H", "H", "H", "H", "H", "H", "H", "H", "H", "H", "H"],
  "positions_angstrom": [[29.2466, -9.5044, 19.9003], [28.5445, -10.1785, 19.8587], [30.0314, -9.9866, 20.1884], [35.4504, -7.4010, 20.3970], [34.6042, -7.8631, 20.6789], [35.4417, -7.4038, 19.4357], [34.7571, -10.4593, 19.1960], [34.9667, -9.6672, 18.6930], [35.4406, -10.5008, 19.8795], [32.4119, -12.7360, 21.0492], [32.5684, -11.9139, 20.5482], [32.7977, -13.4360, 20.5119], [35.0005, -3.7347, 21.3304], [34.7335, -4.4773, 20.7697], [35.9160, -3.9267, 21.5621], [32.0234, -10.4164, 19.4070], [31.6764, -10.5661, 18.5194], [33.0037, -10.5176, 19.3094], [32.5331, -2.7276, 22.2042], [33.3396, -3.1703, 21.8633], [32.6250, -1.8070, 21.9412], [31.2353, -13.4296, 23.7191], [31.2114, -14.3864, 23.6086], [31.5441, -13.0883, 22.8643], [32.8299, -12.9316, 25.9989], [32.2849, -13.0207, 26.8079], [32.1759, -12.9069, 25.2725], [30.6067, -4.5612, 26.7658], [31.6644, -5.2023, 27.6335], [32.9851, -4.4418, 27.6941], [33.4212, -3.9979, 26.4235], [33.7761, -5.0323, 25.5293], [31.1250, -5.5033, 28.9687], [30.0564, -3.7695, 27.2876], [29.7402, -5.2106, 26.5851], [30.9033, -4.2322, 25.7748], [31.9611, -6.1679, 27.2047], [33.7077, -4.9551, 28.3432], [32.8503, -3.4836, 28.2175], [34.5637, -5.6788, 25.9259], [34.1525, -4.6669, 24.5741], [32.8824, -5.6159, 25.2907], [30.8614, -4.6322, 29.4280], [31.8970, -5.8345, 29.5463], [32.2088, -6.3832, 21.8100], [32.6630, -7.6239, 22.5469], [31.5289, -8.2133, 23.3854], [32.0111, -9.3933, 24.0061], [31.0215, -10.3038, 24.3976], [33.0965, -8.5376, 21.4857], [31.7523, -5.6968, 22.5387], [31.3714, -6.5601, 21.1298], [33.0106, -5.8489, 21.3108], [33.4855, -7.3166, 23.1969], [30.6744, -8.4848, 22.7545], [31.2249, -7.5092, 24.1681], [30.2300, -9.7629, 24.9304], [31.3908, -11.1233, 25.0050], [30.6082, -10.8113, 23.5140], [33.4436, -9.3574, 21.9992], [32.3275, -8.9577, 20.9651], [28.7417, -12.6644, 26.6091], [29.7119, -11.9298, 27.5617], [29.0831, -11.1899, 28.7531], [29.9969, -10.3168, 29.3748], [30.0638, -9.0475, 28.7522], [30.7463, -12.8533, 28.0217], [27.9108, -13.1317, 27.1381], [29.2892, -13.2711, 25.8962], [28.2558, -11.8539, 26.0533], [30.1294, -11.1232, 26.9553], [28.7338, -11.9193, 29.4895], [28.1854, -10.6158, 28.4818], [30.2788, -9.1539, 27.6847], [30.8798, -8.4927, 29.2110], [29.1437, -8.4735, 28.9013], [31.3276, -12.3705, 28.7085], [30.3858, -13.6392, 28.5548], [35.4802, -11.0711, 23.8864], [35.6874, -10.1069, 25.0398], [36.4996, -8.9030, 24.5824], [37.7257, -9.2861, 23.9945], [38.8167, -9.3260, 24.8761], [34.3807, -9.7155, 25.6085], [36.4530, -11.3847, 23.4776], [34.9262, -10.7093, 23.0144], [35.0424, -12.0440, 24.1281], [36.2650, -10.6243, 25.8100], [36.6318, -8.1975, 25.4125], [35.9776, -8.3049, 23.8271], [39.1621, -8.3143, 25.1192], [39.6291, -9.8582, 24.3801], [38.6064, -9.8661, 25.8063], [33.8125, -9.2415, 24.9160], [33.9446, -10.6171, 25.7879], [26.7633, -2.6352, 26.1651], [26.7184, -1.8722, 24.8486], [27.4936, -2.6043, 23.7662], [28.8322, -2.7612, 24.1612], [29.6007, -3.5206, 23.2813], [25.3093, -1.6949, 24.3576], [26.0634, -2.1548, 26.8515], [27.7744, -2.6839, 26.5635], [26.4427, -3.6733, 26.0420], [27.1464, -0.8806, 25.0324], [27.4647, -2.0759, 22.8026], [27.0420, -3.6018, 23.6569], [29.1400, -4.5137, 23.1531], [30.6265, -3.7108, 23.5866], [29.6851, -3.1114, 22.2668], [25.4292, -0.9313, 23.6846], [24.8738, -1.1510, 25.1087], [28.4790, -12.5779, 21.9459], [27.5942, -12.9546, 20.7531], [26.5110, -13.9509, 21.2387], [25.8042, -14.6781, 20.2396], [25.0202, -14.0584, 19.2671], [27.0643, -11.7605, 20.0829], [28.2605, -11.5814, 22.3333], [29.5083, -12.5282, 21.5839], [28.4470, -13.2922, 22.7657], [28.1890, -13.4857, 20.0075], [25.7758, -13.4429, 21.8798], [26.9540, -14.7331, 21.8531], [24.3664, -13.2661, 19.6511], [24.4280, -14.7979, 18.7307], [25.6467, -13.6090, 18.4828], [26.6063, -12.0869, 19.2413], [26.2673, -11.3995, 20.6086]],
  "forces_ev_per_a": [[-0.1, -0.2, 0.0], [0.0, 0.0, 0.1], [0.0, 0.1, -0.1], [-0.5, -0.3, 0.1], [0.4, 0.4, -0.2], [0.0, 0.1, 0.0], [0.3, -0.2, 0.0], [0.0, 0.1, 0.0], [-0.2, 0.0, 0.0], [0.2, 0.1, -0.1], [-0.5, -0.4, 0.2], [0.0, 0.0, 0.1], [0.0, -0.3, -0.3], [0.2, 0.0, 0.1], [-0.1, 0.0, 0.1], [0.7, -0.3, -0.2], [-0.2, 0.0, 0.1], [-0.5, 0.4, 0.0], [0.3, -0.4, -0.3], [-0.4, 0.5, 0.4], [0.0, -0.1, 0.0], [-0.2, 0.0, -0.2], [0.1, 0.1, 0.1], [0.1, 0.0, 0.0], [-0.2, 0.2, 0.0], [0.0, 0.0, -0.4], [0.5, -0.4, 0.3], [-1.5, -0.1, 0.1], [0.4, -0.8, -0.1], [-0.7, 1.8, 0.3], [0.9, -0.3, -0.2], [-0.2, -0.4, -0.1], [0.4, 0.3, 0.2], [0.7, 0.5, 0.0], [0.4, -0.6, 0.1], [0.4, 0.3, 0.2], [-0.4, -0.1, 0.0], [0.3, -0.5, -0.7], [-0.3, -0.1, 0.1], [-0.1, -0.2, 0.3], [-0.1, 0.7, 0.2], [0.1, -0.3, 0.0], [-0.2, 0.0, -0.2], [-0.1, -0.2, 0.0], [-1.3, 1.0, 1.1], [-1.1, 0.5, -1.2], [0.3, -0.3, 0.2], [0.7, -0.1, 0.0], [-0.8, 0.0, -0.5], [1.1, -1.5, 1.1], [0.3, 0.2, -0.1], [0.3, -0.4, -0.3], [0.1, -0.2, -0.1], [0.2, -0.5, -0.1], [-0.1, 0.3, -0.1], [-0.2, 0.1, -0.1], [-0.1, -0.2, 0.0], [0.6, 0.4, 0.3], [-0.3, 0.3, 0.0], [0.2, 0.1, -0.3], [-0.3, 0.7, -0.1], [-0.4, 1.8, 0.6], [-0.5, -0.3, 0.0], [-0.9, -0.1, -0.2], [0.2, -0.2, 0.2], [0.2, 0.0, 0.0], [0.9, 0.3, 0.5], [0.3, -0.6, 0.0], [-0.1, -0.3, 0.1], [-0.1, -0.2, -0.3], [0.7, -0.3, 0.0], [0.2, 0.0, 0.2], [0.0, -0.1, -0.3], [-0.1, 0.2, -0.1], [0.0, -0.1, 0.0], [-0.1, -0.1, -0.1], [0.0, 0.1, -0.2], [-0.5, 0.0, -0.3], [1.2, -1.3, -1.0], [-0.9, 0.0, -0.6], [-0.2, 0.5, 0.1], [0.0, 0.0, -0.1], [0.3, 0.0, 0.1], [1.1, -0.1, 0.5], [0.0, 0.3, 0.0], [-0.2, 0.5, 0.3], [-0.4, 0.3, 0.6], [-0.1, 0.0, 0.1], [0.2, -0.2, 0.2], [-0.2, -0.3, -0.2], [0.0, 0.0, 0.1], [0.0, 0.1, -0.1], [-0.2, 0.1, 0.0], [0.0, -0.2, 0.0], [-0.5, 0.3, 0.2], [-0.4, -0.2, -0.3], [-0.1, -0.2, 0.0], [0.1, -0.3, 0.0], [0.6, 0.6, 0.7], [-0.3, -1.2, -1.1], [0.9, 1.0, 0.5], [0.2, -0.1, 0.3], [0.0, 0.3, 0.1], [-0.1, 0.1, -0.1], [0.3, -0.1, -0.1], [-0.2, 0.0, 0.0], [-0.1, 0.1, -0.2], [-0.1, 0.0, 0.0], [-0.1, 0.5, 0.6], [-0.2, 0.4, 0.1], [-0.3, -0.5, -0.4], [-0.3, -0.5, 0.0], [0.5, 0.3, -0.5], [-0.6, -0.7, 0.6], [-0.5, 0.3, -0.5], [0.3, -0.8, 0.2], [0.4, 0.8, -0.5], [-0.5, -0.1, -0.1], [-0.3, -0.1, 0.0], [0.1, 0.0, 0.2], [0.0, 0.0, 0.0], [0.1, 0.0, 0.0], [0.1, 0.3, 0.0], [0.2, 0.0, -0.1], [-0.1, -0.1, 0.2], [-0.1, -0.2, 0.4], [0.0, 0.1, 0.0], [0.2, 0.2, -0.3], [0.3, 0.1, 0.3]],
  "lowdin_charge": [-0.09, -0.01, -0.01, -0.11, -0.01, 0.01, -0.04, 0.06, 0.07, -0.05, 0.01, 0.05, -0.05, 0.04, 0.06, -0.09, 0.07, 0.01, -0.07, -0.01, 0.04, -0.06, 0.07, 0.01, -0.11, -0.01, -0.03, -0.05, -0.45, -0.21, -0.17, -0.10, 0.04, 0.08, 0.08, 0.06, 0.13, 0.12, 0.13, 0.09, 0.08, 0.07, 0.07, 0.07, -0.05, -0.40, -0.17, -0.22, -0.09, 0.05, 0.07, 0.09, 0.06, 0.14, 0.13, 0.13, 0.09, 0.06, 0.08, 0.07, 0.07, -0.04, -0.42, -0.21, -0.19, -0.10, 0.03, 0.08, 0.07, 0.08, 0.10, 0.13, 0.12, 0.08, 0.08, 0.09, 0.09, 0.09, -0.06, -0.41, -0.21, -0.19, -0.12, 0.06, 0.07, 0.06, 0.08, 0.14, 0.12, 0.12, 0.09, 0.09, 0.09, 0.03, 0.05, -0.06, -0.44, -0.22, -0.19, -0.14, 0.03, 0.07, 0.07, 0.08, 0.14, 0.13, 0.13, 0.09, 0.05, 0.09, 0.07, 0.06, -0.06, -0.40, -0.18, -0.18, -0.13, 0.04, 0.08, 0.06, 0.07, 0.14, 0.13, 0.12, 0.09, 0.09, 0.07, 0.05, 0.09],
  "lumo_ev": -0.066,
  "e_above_lowest_kcal_mol": 24.5,
  "multiplicity": 1,
  "orbital_gap_ev": 8.453,
  "charge": 0,
  "homo_ev": -8.520
}